1.
72
Properties=species:S:1:pos:R:3:forces:R:3 method="wB97M-V/def2-TZVPD" lumo_energy_ev="-1.98 / -6.34" e_homo_ev="-11.3 / -11.3" spin_multiplicity=2 total_charge=+1 s_squared=0.754 homo_lumo_gap_ev="9.36 / 5.00" e_tot_ha=-1287.189760
C 1.83359 1.62467 1.80284 0.793 -0.508 -0.418
C 1.44997 0.85379 3.07759 -1.258 1.238 0.809
C 0.20789 1.50539 3.71333 -1.252 -0.363 0.492
C -0.63010 0.63324 4.68972 0.630 0.285 -0.472
C -0.87605 -0.74973 4.12234 0.593 0.206 0.592
C 0.43297 -1.49442 3.73891 -1.157 -0.715 0.548
N 1.14487 -0.56305 2.80810 3.333 -1.471 0.138
O 2.24106 -1.17000 2.13446 -2.266 0.252 2.496
C 1.21397 -1.89036 5.04021 0.785 0.973 0.296
C 0.00042 -2.80376 3.03085 0.411 0.941 -0.045
C 2.61465 0.92855 4.12546 0.627 -0.618 -0.673
H 2.73880 1.23389 1.33810 0.177 -0.200 0.218
H 2.07704 2.66010 2.04094 -0.312 -0.029 0.278
H 1.11820 1.61578 0.98050 -0.432 -0.180 0.553
H 0.54657 2.38047 4.26798 -0.072 0.173 -0.342
H -0.54067 1.79071 2.97418 0.480 0.359 -0.482
H -1.64517 1.02625 4.74693 0.267 0.609 0.438
H -0.14981 0.65984 5.66784 -0.279 -0.342 0.128
H -1.57009 -0.61661 3.29246 0.228 -0.356 -0.387
H -1.41128 -1.31603 4.88453 0.117 -0.346 -0.136
H 0.75209 -2.61448 5.71133 -0.684 -0.490 -0.928
H 2.21964 -2.25848 4.83718 -0.043 0.059 -0.221
H 1.29834 -1.07565 5.75940 0.216 0.436 -0.433
H -0.66727 -3.24879 3.76857 -0.232 -0.175 -0.469
H -0.49266 -2.48292 2.11324 -0.406 -0.488 0.073
H 0.78053 -3.52687 2.79286 0.208 0.281 0.133
H 3.01934 1.93899 4.18319 -0.289 0.090 -0.336
H 3.39335 0.28541 3.71544 0.255 0.054 0.309
H 2.40480 0.63278 5.15336 -0.429 -0.149 -0.304
H 2.04065 -1.09576 1.19855 0.331 0.493 -2.144
C 1.02252 -1.12164 -0.96804 -4.157 0.458 -1.421
O 2.10570 -0.82439 -0.71416 8.638 1.929 2.516
N 0.23453 -0.52803 -1.76175 -3.073 4.099 -4.976
N 0.34189 -2.02536 -0.41352 -2.105 -6.780 5.174
H 0.52266 0.35503 -2.15833 0.358 0.483 -0.467
H -0.76855 -0.63615 -1.71444 0.203 -0.316 0.214
H 0.78821 -2.51164 0.35096 -0.372 -0.479 -0.278
H -0.65144 -2.12298 -0.56806 0.254 -0.038 0.156
C -3.12654 -0.32586 -3.02344 -0.432 -0.218 -1.376
C -2.93997 -1.73887 -2.47209 -0.167 -0.087 2.555
C -2.00390 -2.71802 -3.09804 0.150 -0.424 -0.972
O -2.20430 -4.03066 -2.56103 0.689 0.045 -0.974
C -1.40031 -4.96418 -3.34779 -0.394 0.538 0.895
N -2.61355 -1.55705 -1.00374 -0.167 0.237 -0.059
H -3.41094 -0.34276 -4.07556 -0.104 -0.408 -0.200
H -2.28871 0.37067 -3.05485 0.354 -0.337 0.669
H -3.98415 0.16679 -2.56529 0.170 -0.052 0.400
H -3.86838 -2.30998 -2.47232 -0.482 0.383 -0.493
H -0.93564 -2.50256 -3.07566 0.069 0.425 0.173
H -2.32147 -2.70761 -4.14071 0.229 -0.224 -0.461
H -1.54119 -5.93983 -2.88264 0.052 0.089 -0.237
H -0.34990 -4.67368 -3.32899 0.176 -0.008 0.357
H -1.65538 -4.96649 -4.40752 -0.544 -0.048 0.028
H -3.43547 -1.13689 -0.59384 -0.046 0.728 0.062
H -2.61422 -2.41523 -0.47117 0.129 -0.851 -0.503
C 0.32184 3.09022 -0.97211 -0.072 1.200 -1.348
C 0.43932 3.04819 -2.53025 1.412 -0.358 0.704
C 1.23246 4.17716 -3.20459 -0.390 0.636 0.596
O 1.41348 4.06193 -4.59342 -0.901 -0.191 -0.949
C 0.24954 4.23647 -5.46183 0.706 -0.306 0.758
N 1.17660 1.82509 -2.76710 -0.134 -0.966 -0.739
H 1.28396 3.08030 -0.45996 0.189 -0.057 -0.356
H -0.25255 2.21550 -0.66707 -0.174 0.267 0.135
H -0.13665 4.04844 -0.72771 -0.392 -0.215 0.466
H -0.57212 2.98552 -2.93169 -0.017 -0.122 -0.185
H 2.25427 4.16030 -2.82548 0.012 -0.019 0.261
H 0.80233 5.13721 -2.91931 -0.161 0.394 -0.181
H -0.61750 4.54805 -4.87938 -0.033 0.145 -0.083
H 0.02249 3.30037 -5.97200 -0.011 -0.186 0.207
H 0.47398 4.95124 -6.25357 0.134 0.220 0.318
H 2.06403 1.82274 -2.28486 0.134 0.166 0.197
H 1.39740 1.65569 -3.73801 -0.066 0.233 -0.294



2.
84
Properties=species:S:1:pos:R:3:forces:R:3 method="wB97M-V/def2-TZVPD" lumo_energy_ev=-0.03 e_homo_ev=-8.5 homo_lumo_gap_ev=8.50 e_tot_ha=-5557.772002
Zn -15.10884 -16.46222 -16.70951 0.666 1.059 0.923
Zn -13.00868 -14.68972 -14.99097 -1.226 0.200 -0.149
C -15.30363 -15.58772 -14.28783 1.374 3.244 -5.937
O -16.33520 -15.90811 -14.99293 -1.670 -0.060 1.583
O -14.92404 -14.39131 -13.99312 -1.673 -0.770 2.234
O -14.26946 -16.27800 -14.73555 2.515 -2.805 0.114
C -13.00985 -15.31174 -17.45605 -1.705 -1.689 5.819
O -11.94613 -15.21694 -16.72750 1.703 0.032 -2.151
O -13.42944 -16.42995 -17.93334 1.027 -1.035 -2.310
O -13.98055 -14.58988 -16.96899 -1.104 1.623 -1.141
C -12.62441 -17.56427 -21.56530 -0.388 0.335 -0.779
O -12.56481 -17.64339 -22.78337 0.133 -0.102 0.209
N -11.53356 -17.44021 -20.75773 -0.313 0.223 -0.276
N -13.82271 -17.50533 -20.90062 0.150 -0.108 0.602
H -11.61333 -17.72363 -19.80214 0.462 0.044 -0.035
H -10.65330 -17.30084 -21.21706 0.128 -0.274 0.189
H -14.65274 -17.81815 -21.36552 0.060 0.033 -0.108
H -13.82933 -17.26364 -19.91911 -0.166 -0.008 -0.026
C -9.88198 -18.54175 -17.45620 0.029 -0.085 0.260
O -9.10960 -19.47684 -17.34579 0.023 0.037 0.069
N -11.21513 -18.70370 -17.74019 0.031 -0.050 -0.149
N -9.53744 -17.23906 -17.25909 0.126 1.240 -0.037
H -11.76355 -17.93295 -18.08551 -0.365 0.039 0.664
H -11.54132 -19.64570 -17.85305 0.045 0.012 -0.173
H -10.18951 -16.46531 -17.30601 -0.435 -0.365 0.092
H -8.61809 -16.94672 -16.98508 0.243 -0.676 -0.144
C -10.39508 -8.80600 -19.36664 -0.186 -0.098 -0.688
O -10.13890 -9.58777 -18.22538 0.208 0.120 -0.180
C -11.21028 -10.40626 -17.85516 -0.286 -0.740 0.681
C -12.31677 -9.68191 -17.09905 -0.337 0.587 -0.318
N -13.32297 -10.60461 -16.56933 0.743 0.084 -0.086
C -14.06879 -11.36522 -17.55187 -1.585 -0.615 -0.378
C -14.85999 -10.61314 -18.62483 0.664 -0.721 0.231
O -16.03960 -10.06016 -18.10031 -0.020 0.558 0.431
C -16.83375 -9.52252 -19.11260 0.365 0.780 -1.813
H -11.12789 -8.02009 -19.16715 0.072 0.089 -0.037
H -10.75579 -9.41742 -20.20628 -0.238 -0.118 0.213
H -9.47316 -8.37648 -19.75507 0.132 0.148 0.501
H -10.80825 -11.16711 -17.17906 0.121 0.036 -0.028
H -11.62720 -10.98394 -18.68924 0.111 0.300 -0.282
H -12.79149 -8.92428 -17.73891 0.125 -0.025 -0.127
H -11.88079 -9.10456 -16.28035 0.073 -0.230 0.121
H -13.92844 -10.09022 -15.94354 -0.276 -0.122 -0.145
H -14.78725 -12.00114 -17.02480 0.107 0.083 0.176
H -13.48880 -12.10171 -18.11207 0.595 0.208 0.363
H -15.15005 -11.33637 -19.39928 0.202 -0.028 -0.075
H -14.14105 -9.91223 -19.07480 -0.637 0.499 -0.215
H -17.70116 -8.94526 -18.80308 -0.068 -0.506 0.748
H -17.11737 -10.27150 -19.86816 -0.279 -0.227 0.388
H -16.28129 -8.79695 -19.73842 0.264 -0.028 0.328
C -17.64078 -17.83653 -19.34825 0.248 0.523 -0.908
C -17.22624 -16.35616 -19.31433 -0.146 -1.291 1.467
C -18.47966 -15.46362 -19.47543 0.642 0.635 -1.183
O -18.35123 -14.26149 -18.74824 -0.496 0.020 0.118
C -17.74938 -13.18974 -19.46293 0.159 0.116 0.949
N -16.68995 -16.13155 -17.92454 -0.829 -0.176 -0.647
H -16.85230 -18.45708 -18.92432 0.029 -0.111 -0.188
H -17.79547 -18.08203 -20.40134 -0.070 -0.444 0.139
H -18.56961 -18.02150 -18.80904 0.013 0.088 0.085
H -16.42839 -16.20363 -20.03785 -0.066 0.405 -0.023
H -19.39040 -15.99343 -19.19822 0.100 0.080 0.535
H -18.61511 -15.20513 -20.53383 0.053 -0.209 -0.055
H -18.41877 -12.76538 -20.21276 0.158 -0.338 -0.364
H -16.76179 -13.49835 -19.81740 -0.122 0.151 -0.504
H -17.58588 -12.40232 -18.72366 0.022 -0.062 0.011
H -16.84120 -15.13025 -17.77655 -0.029 -0.125 0.612
H -17.36742 -16.63408 -17.34901 -0.173 0.611 0.338
C -10.30993 -11.56966 -14.26637 0.721 -0.255 0.234
C -10.95260 -12.90938 -14.59625 -0.724 0.488 0.410
C -10.75890 -13.85992 -13.41354 0.091 0.585 -0.212
O -11.50210 -15.05804 -13.64218 1.120 0.186 0.585
C -10.72175 -16.24717 -13.50400 -0.638 -0.653 0.206
N -12.43929 -12.72839 -14.73074 1.043 -0.083 0.749
H -10.44413 -10.87073 -15.08694 0.061 0.188 0.134
H -9.24725 -11.65756 -14.01563 0.082 -0.117 -0.518
H -10.70223 -11.16410 -13.32854 -0.506 0.069 -0.246
H -10.61675 -13.38721 -15.51770 0.308 0.170 0.011
H -11.10013 -13.37222 -12.49145 -0.360 -0.113 -0.078
H -9.69204 -14.01247 -13.23462 -0.022 -0.526 -0.312
H -10.24900 -16.29073 -12.52162 0.191 0.276 -0.087
H -10.00828 -16.36063 -14.31960 0.051 0.094 0.025
H -11.43460 -17.07130 -13.51723 0.036 0.009 -0.268
H -12.64559 -12.29565 -13.83160 -0.825 -0.159 -0.117
H -12.72593 -12.03568 -15.44368 0.344 -0.157 -0.047



3.
77
Properties=species:S:1:pos:R:3:forces:R:3 method="wB97M-V/def2-TZVPD" lumo_energy_ev=-2.94 e_homo_ev=-10.0 total_charge=+1 homo_lumo_gap_ev=7.10 e_tot_ha=-2134.343095
O 1.19329 2.67913 6.77637 -0.755 0.408 -0.529
C 0.39796 2.74371 5.88267 0.814 -0.531 0.905
O -0.07200 3.89888 5.32749 0.066 -0.327 0.041
C -0.75776 4.78114 6.19956 -0.461 0.404 -0.064
C -2.27956 4.67002 5.89193 0.305 -0.087 -0.328
N -2.55644 3.38169 5.23897 -0.527 0.724 0.527
C -2.60757 3.16192 3.88307 0.051 -0.134 0.200
C -2.84660 1.84093 3.71849 0.150 0.261 -0.676
N -2.93398 1.29937 4.96871 -0.174 -0.521 0.235
C -2.77424 2.24858 5.88594 0.180 0.070 -0.240
H -0.03219 1.82631 5.44851 0.081 0.286 -0.457
H -0.44028 5.79607 5.97109 0.118 -0.022 0.169
H -0.57360 4.56768 7.25173 0.273 -0.109 -0.079
H -2.88897 4.75490 6.78886 0.022 -0.034 0.010
H -2.59424 5.44541 5.19757 -0.010 -0.031 -0.005
H -2.45561 3.93999 3.15675 0.016 0.032 0.066
H -2.92513 1.30698 2.78701 0.025 -0.352 0.211
H -3.09201 0.32579 5.18257 -0.009 -0.033 -0.092
H -2.78573 2.13685 6.95684 -0.057 -0.111 -0.021
O -0.32588 -0.09176 2.23535 0.409 1.077 2.525
P 1.08169 0.16957 1.82303 1.062 -1.697 -4.721
N 0.94157 1.40170 0.65117 -0.175 0.248 0.470
C 1.99775 1.78540 -0.27312 0.351 0.172 -0.017
C 0.21039 2.58448 1.08857 -0.390 -0.041 0.014
N 1.54348 -1.30305 1.10484 -0.424 0.053 -0.106
C 2.10473 -1.35856 -0.24127 0.483 0.071 -0.015
C 0.61130 -2.41230 1.29532 -0.162 -0.067 0.038
N 2.65533 0.53265 2.42028 -1.385 0.079 1.908
C 3.46505 -0.57598 2.95696 0.211 -0.149 -0.116
C 2.47810 1.52157 3.50630 -0.069 0.388 -0.116
H 2.84687 2.27921 0.21637 -0.028 -0.033 0.052
H 1.58276 2.48631 -0.99971 -0.093 0.019 0.072
H 2.36751 0.94868 -0.84960 -0.001 -0.018 0.103
H 0.82531 3.27503 1.68453 -0.011 0.044 -0.102
H -0.65688 2.29399 1.68274 0.078 -0.069 0.029
H -0.15676 3.13973 0.22322 0.040 -0.047 -0.059
H 1.40009 -1.03155 -1.01003 0.026 -0.053 -0.041
H 2.39642 -2.38348 -0.47463 -0.145 -0.058 0.080
H 3.02493 -0.77684 -0.31172 -0.048 0.041 0.073
H -0.25121 -2.35547 0.62116 -0.010 -0.018 0.012
H 0.24212 -2.44928 2.31636 -0.018 0.059 -0.004
H 1.13556 -3.35006 1.10190 0.070 0.057 -0.062
H 2.92657 -1.18471 3.68825 0.026 0.001 0.040
H 4.34528 -0.15015 3.44141 -0.085 0.111 0.043
H 3.82186 -1.22182 2.16223 -0.167 -0.008 -0.078
H 1.91176 1.07419 4.33113 0.213 0.073 0.182
H 1.91624 2.38579 3.14580 0.023 -0.021 -0.024
H 3.42671 1.89378 3.88987 0.085 -0.126 -0.082
O 0.67866 -1.82664 -3.19455 1.478 -2.211 0.059
P -0.08010 -2.30474 -4.37404 -3.647 3.289 -1.330
N 0.37249 -1.23984 -5.62492 0.404 -0.234 0.077
C -0.34343 -1.08434 -6.88007 -0.042 -0.231 -0.314
C 1.81391 -1.15654 -5.85809 0.234 0.188 0.307
N -1.70088 -1.98860 -3.88277 0.196 0.347 0.119
C -2.61322 -1.20114 -4.69101 -0.246 -0.299 -0.236
C -1.86129 -1.63573 -2.47569 0.058 0.035 0.130
N -0.50622 -3.67316 -5.31791 1.560 -1.172 1.616
C -1.53826 -4.57898 -4.77423 -0.313 0.007 -0.078
C 0.69958 -4.51153 -5.55871 0.158 0.270 -0.471
H -0.27264 -1.96184 -7.53549 0.007 -0.022 0.045
H 0.08577 -0.23745 -7.41885 0.104 -0.012 0.062
H -1.38856 -0.84412 -6.73840 0.021 -0.100 0.044
H 2.19477 -1.98528 -6.46948 -0.025 0.068 -0.069
H 2.35283 -1.15154 -4.91207 -0.063 -0.057 0.030
H 2.05539 -0.22782 -6.37766 -0.083 0.021 -0.008
H -2.28678 -0.15988 -4.80916 -0.024 -0.004 -0.031
H -3.59935 -1.19456 -4.22100 0.053 0.019 0.109
H -2.76452 -1.64850 -5.67338 0.077 0.003 0.010
H -1.59444 -0.59126 -2.26831 0.022 -0.013 0.033
H -1.25376 -2.27103 -1.83757 0.061 0.027 -0.028
H -2.90553 -1.78560 -2.18934 -0.032 0.006 -0.104
H -1.32877 -4.90107 -3.75093 0.006 -0.051 0.000
H -1.58384 -5.46281 -5.41205 0.148 0.004 -0.012
H -2.52055 -4.12005 -4.79980 0.063 0.144 0.069
H 1.09123 -4.94397 -4.63313 -0.052 -0.073 -0.005
H 1.49427 -3.92269 -6.01742 -0.034 0.043 0.029
H 0.45922 -5.32172 -6.24481 -0.065 0.026 -0.021